Below is C28H49BCl2CoF16LiO7 as an isolated structure at a distorted geometry, with properties calculated with ωB97M-V/def2-TZVPD.

Structure (XYZ):
```
105
Properties=species:S:1:pos:R:3:lowdin_spin:R:1
Co 2.629 1.122 0.797 2.7315
Li 0.051 1.698 2.045 0.0002
C -0.048 -0.191 -0.638 0.0068
O 0.670 0.475 0.424 0.0681
H -0.130 -1.250 -0.391 0.0006
H -1.092 0.115 -0.714 0.0014
H 0.290 -0.011 -1.659 0.0006
B 4.133 0.207 -0.290 0.0556
H 5.056 -0.169 -0.704 0.0157
H 4.455 0.804 0.549 0.0158
H 3.670 0.905 -0.971 0.0136
H 3.418 -0.553 -0.015 0.0163
C -5.836 -3.777 0.993 0.0000
C -4.291 -3.531 0.934 0.0000
C -4.014 -2.080 0.513 0.0000
F -4.572 -1.098 1.183 0.0000
F -2.727 -1.734 0.295 0.0001
F -3.751 -3.875 2.091 0.0000
F -3.765 -4.368 0.078 0.0000
O -6.507 -3.378 -0.179 0.0000
C -7.674 -2.541 -0.049 0.0000
C -8.595 -2.635 -1.347 0.0000
F -9.713 -1.913 -1.389 0.0000
F -7.994 -2.368 -2.464 0.0000
F -8.387 -2.916 1.010 0.0000
F -7.291 -1.255 0.068 0.0000
H -6.235 -3.181 1.814 0.0000
H -6.130 -4.797 1.240 0.0000
H -4.432 -2.040 -0.493 0.0000
H -8.906 -3.680 -1.319 0.0000
C 4.145 -3.930 -4.674 0.0000
C 3.379 -5.241 -4.739 0.0000
C 3.128 -5.827 -3.332 0.0000
F 2.491 -7.004 -3.301 0.0000
F 4.263 -5.983 -2.578 0.0000
F 2.156 -5.038 -5.195 0.0000
F 4.017 -6.131 -5.564 0.0000
O 3.534 -2.914 -3.886 0.0000
C 4.012 -1.580 -4.048 0.0001
C 2.969 -0.663 -3.432 0.0012
F 3.049 0.654 -3.596 0.0004
F 1.728 -0.963 -3.712 0.0002
F 5.253 -1.588 -3.533 0.0001
F 4.167 -1.325 -5.328 0.0000
H 4.345 -3.596 -5.692 0.0000
H 5.141 -4.138 -4.284 0.0000
H 2.455 -5.169 -2.782 0.0000
H 3.040 -0.851 -2.360 0.0012
C -1.817 4.695 -0.120 0.0000
C -1.192 5.581 0.947 0.0000
C -0.309 4.656 1.687 0.0000
O -0.762 3.308 1.269 -0.0002
C -1.935 3.361 0.487 0.0000
H -1.265 4.777 -1.056 0.0000
H -2.805 5.018 -0.450 0.0000
H -1.934 5.944 1.658 0.0000
H -0.636 6.473 0.657 0.0000
H -0.526 4.740 2.751 0.0000
H 0.703 4.813 1.313 0.0000
H -2.807 3.120 1.096 0.0000
H -1.676 2.645 -0.292 0.0000
C 2.849 -2.255 3.644 0.0007
C 3.886 -1.498 4.459 0.0008
C 4.165 -0.295 3.558 0.0023
O 3.114 -0.237 2.514 0.0252
C 2.136 -1.227 2.826 0.0007
H 2.238 -2.857 4.316 0.0002
H 3.336 -2.921 2.932 0.0000
H 4.729 -2.152 4.684 0.0002
H 3.502 -1.206 5.436 0.0000
H 5.161 -0.285 3.116 0.0001
H 4.158 0.565 4.228 0.0000
H 1.729 -1.642 1.904 -0.0002
H 1.337 -0.822 3.446 -0.0002
C 1.844 4.750 -1.659 0.0009
C 3.377 4.719 -1.643 0.0007
C 3.713 3.672 -0.590 0.0022
O 2.567 2.887 -0.364 0.0339
C 1.521 3.285 -1.312 0.0021
H 1.475 4.981 -2.658 0.0002
H 1.469 5.379 -0.852 0.0000
H 3.746 5.707 -1.368 0.0001
H 3.696 4.388 -2.631 0.0000
H 4.000 4.156 0.344 0.0000
H 4.543 3.094 -0.998 0.0008
H 0.546 3.097 -0.863 -0.0001
H 1.581 2.648 -2.195 0.0001
C -2.714 1.177 5.025 0.0000
C -3.250 0.778 3.674 0.0000
C -2.024 0.378 2.886 0.0001
O -1.032 1.225 3.482 -0.0002
C -1.225 1.155 4.896 0.0000
H -3.112 0.589 5.852 0.0000
H -3.026 2.208 5.192 0.0000
H -3.713 1.646 3.204 0.0000
H -4.069 0.060 3.715 0.0000
H -2.120 0.624 1.828 0.0001
H -1.845 -0.695 2.955 0.0000
H -0.733 2.055 5.266 0.0000
H -0.810 0.252 5.343 0.0000
C -0.996 0.428 -4.499 0.0000
Cl -2.322 0.163 -5.581 0.0000
Cl -0.550 2.165 -4.508 0.0000
H -1.339 0.172 -3.497 0.0000
H -0.128 -0.141 -4.832 0.0000
```

lowest unoccupied orbital energy (alpha / beta)	-2.984 / -3.275	eV
DFT total energy	-5555.9829	Ha
spin multiplicity	4
expectation value of S²	3.758
HOMO level (alpha / beta)	-0.4383 / -0.4317	Ha
Kohn-Sham gap (alpha / beta)	8.9414 / 8.4723	eV
charge	+1


Below is C28H49BrCrNP3 as an isolated structure at a distorted geometry, with properties calculated with ωB97M-V/def2-TZVPD.

Structure (XYZ):
```
83
Properties=species:S:1:pos:R:3:lowdin_spin:R:1
N -5.620 -1.440 3.540 0.0003
C -4.773 -0.632 4.181 -0.0001
C -4.231 0.493 3.580 0.0003
C -4.471 0.713 2.188 0.0000
C -5.389 -0.160 1.564 0.0003
C -5.958 -1.206 2.288 0.0000
C -3.836 1.784 1.433 0.0012
Cr 0.640 0.082 -0.005 3.7884
P 2.545 0.527 -1.231 0.0358
C -3.777 1.775 0.057 -0.0005
C -2.653 2.197 -0.742 0.0037
C -2.482 1.785 -2.084 0.0016
C -1.386 2.224 -2.838 0.0016
C -0.453 3.083 -2.251 0.0035
C -0.565 3.477 -0.918 0.0052
C -1.650 2.998 -0.167 0.0042
Br 0.959 3.842 -3.384 0.0004
H -3.399 2.627 1.998 0.0001
H -4.581 1.254 -0.495 0.0000
H -3.553 1.137 4.155 0.0000
H -5.661 -0.085 0.509 0.0000
H -4.464 -0.920 5.186 0.0000
H -6.652 -1.908 1.816 0.0000
H -3.182 1.058 -2.507 0.0000
H -1.686 3.214 0.898 0.0000
H -1.282 1.959 -3.883 0.0000
H 0.161 4.169 -0.497 0.0000
P -0.285 -2.081 -0.163 0.0235
C 2.969 2.254 -0.696 0.0232
C 3.788 3.081 -1.671 0.0057
H 3.485 2.110 0.265 0.0010
H 2.008 2.749 -0.473 0.0058
H 3.864 4.116 -1.312 0.0007
H 4.797 2.704 -1.858 0.0002
H 3.274 3.147 -2.633 0.0002
C 1.977 0.509 -2.981 0.0018
C 3.091 0.431 -4.017 -0.0005
H 1.347 1.407 -3.106 0.0006
H 1.313 -0.364 -3.092 0.0004
H 2.635 0.403 -5.010 -0.0002
H 3.792 1.272 -3.984 0.0000
H 3.664 -0.491 -3.898 0.0000
C 3.945 -0.569 -1.005 0.0064
C 5.280 -0.001 -1.415 0.0006
H 3.674 -1.479 -1.545 0.0003
H 3.947 -0.828 0.055 0.0013
H 6.063 -0.710 -1.156 0.0001
H 5.371 0.206 -2.478 0.0001
H 5.503 0.918 -0.883 0.0001
C 0.584 -3.534 0.496 0.0025
C 2.071 -3.603 0.132 0.0029
H 0.063 -4.421 0.115 -0.0008
H 0.444 -3.560 1.576 0.0000
H 2.560 -4.528 0.479 0.0002
H 2.193 -3.570 -0.959 0.0000
H 2.638 -2.757 0.546 0.0021
C -0.181 -2.384 -1.976 -0.0032
C -1.332 -1.818 -2.788 0.0010
H -0.069 -3.461 -2.147 -0.0015
H 0.768 -1.939 -2.288 0.0004
H -1.246 -2.082 -3.848 0.0001
H -2.286 -2.208 -2.427 0.0001
H -1.390 -0.727 -2.721 0.0004
C -2.078 -2.225 0.268 0.0175
C -2.410 -2.678 1.693 0.0012
H -2.565 -2.899 -0.447 0.0014
H -2.490 -1.226 0.098 0.0025
H -3.420 -3.108 1.772 0.0003
H -1.699 -3.432 2.048 0.0001
H -2.382 -1.845 2.404 0.0003
C 2.757 0.308 2.642 0.0074
P 1.008 0.295 2.202 0.0326
C 0.273 -0.947 3.307 0.0128
C 0.233 1.829 2.838 0.0003
H 3.297 -0.348 1.952 0.0009
H 2.894 -0.089 3.658 0.0000
H 3.242 1.288 2.575 0.0001
H 0.525 -0.753 4.358 0.0008
H -0.815 -0.913 3.193 0.0006
H 0.588 -1.959 3.041 0.0001
H 0.647 2.168 3.796 -0.0013
H 0.323 2.635 2.104 0.0002
H -0.846 1.661 2.970 0.0008
```

lowest unoccupied orbital energy (alpha / beta)	-7.106 / -6.181	eV
DFT total energy	-5793.0311	Ha
spin multiplicity	5
expectation value of S²	6.054
HOMO level (alpha / beta)	-0.4784 / -0.4785	Ha
Kohn-Sham gap (alpha / beta)	5.9124 / 6.8407	eV
energy above the lowest of the compared OMol25 structures with the same formula, charge and spin	30.79	kcal per mole
charge	+2


Below is C28H49BrNP3Pt as an isolated structure at a distorted geometry, with properties calculated with ωB97M-V/def2-TZVPD.

Structure (XYZ):
```
83
Properties=species:S:1:pos:R:3:lowdin_spin:R:1
N -6.390 4.692 -4.716 0.7326
C -6.258 5.173 -3.477 0.0773
C -5.319 4.615 -2.579 0.0549
C -4.553 3.466 -2.932 -0.0155
C -4.702 3.014 -4.279 0.0518
C -5.641 3.655 -5.128 0.0710
C -3.577 2.919 -1.938 0.0156
Pt -1.070 0.206 0.367 0.9619
P 4.280 -0.873 0.413 0.5823
C -2.799 1.787 -1.971 -0.0137
C -1.493 1.848 -1.263 0.0059
C -0.291 1.302 -1.812 0.0158
C 0.981 1.566 -1.199 0.1136
C 1.094 2.619 -0.229 0.1457
C -0.085 2.878 0.513 0.0851
C -1.341 2.644 -0.069 0.0047
Br 2.386 3.824 0.292 0.0834
H -3.470 3.660 -1.140 0.0002
H -3.085 0.888 -2.555 -0.0004
H -5.199 5.066 -1.588 0.0061
H -4.124 2.183 -4.706 0.0057
H -6.875 6.032 -3.138 0.0152
H -5.813 3.372 -6.189 0.0154
H -0.430 0.799 -2.778 -0.0004
H -2.185 3.240 0.276 -0.0002
H 1.813 1.063 -1.688 0.0039
H -0.054 3.553 1.338 0.0019
P -0.526 -2.000 0.160 0.1229
C 4.220 0.926 0.476 0.0964
C 5.516 1.742 0.288 0.0195
H 3.795 1.106 1.490 0.0062
H 3.472 1.164 -0.306 0.0128
H 5.340 2.776 0.619 0.0002
H 6.371 1.333 0.851 0.0019
H 5.792 1.766 -0.780 0.0003
C 3.841 -1.377 -1.264 0.0661
C 5.107 -2.065 -1.834 0.0418
H 3.573 -0.461 -1.837 0.0032
H 2.987 -2.092 -1.252 0.0082
H 5.012 -2.225 -2.920 0.0048
H 6.011 -1.469 -1.620 0.0066
H 5.240 -3.045 -1.339 0.0006
C 3.751 -2.036 1.673 0.0912
C 4.830 -2.108 2.777 0.0212
H 3.714 -3.041 1.203 -0.0002
H 2.720 -1.833 2.060 0.0232
H 4.560 -2.731 3.637 0.0010
H 5.738 -2.521 2.355 0.0033
H 5.099 -1.121 3.141 0.0013
C -0.255 -3.365 1.436 0.0133
C -1.240 -4.534 1.501 0.0032
H -0.187 -2.843 2.404 0.0011
H 0.745 -3.778 1.219 0.0008
H -2.203 -4.244 1.953 0.0001
H -1.431 -5.007 0.522 0.0001
H -0.803 -5.309 2.152 0.0007
C 0.827 -2.450 -1.015 0.0216
C 0.486 -2.575 -2.494 0.0021
H 1.337 -3.362 -0.657 0.0026
H 1.509 -1.601 -0.843 0.0037
H -0.402 -3.209 -2.646 0.0002
H 0.305 -1.576 -2.926 0.0001
H 1.331 -3.036 -3.032 0.0007
C -2.099 -2.336 -0.734 0.0385
C -3.292 -1.952 0.145 0.0309
H -2.112 -3.374 -1.087 0.0060
H -2.037 -1.666 -1.609 0.0058
H -3.985 -1.347 -0.456 -0.0001
H -3.823 -2.833 0.532 0.0030
H -2.981 -1.315 0.998 0.0139
C -2.434 0.530 3.195 0.0130
P -0.626 0.343 2.867 0.1953
C -0.074 1.770 3.896 0.0429
C -0.151 -0.986 4.105 0.0280
H -2.764 1.379 2.572 0.0021
H -2.605 0.729 4.260 0.0035
H -2.955 -0.382 2.873 0.0000
H -0.695 1.818 4.792 0.0073
H 0.980 1.715 4.199 0.0000
H -0.223 2.698 3.357 0.0001
H -0.239 -0.637 5.144 0.0057
H -0.765 -1.888 4.011 -0.0002
H 0.898 -1.254 3.964 0.0012
```

lowest unoccupied orbital energy (alpha / beta)	-11.522 / -13.767	eV
DFT total energy	-4866.7600	Ha
spin multiplicity	5
expectation value of S²	6.037
HOMO level (alpha / beta)	-0.6638 / -0.7114	Ha
Kohn-Sham gap (alpha / beta)	6.5397 / 5.5908	eV
energy above the lowest of the compared OMol25 structures with the same formula, charge and spin	34.90	kcal per mole
charge	+4